{"formula": "C4H16O6", "method": "wB97M-V/def2-TZVPD", "smiles": "C=CC(=C)O.O.O.O.O.O", "total_charge": 0, "orbital_gap_ev": 9.124, "spin_multiplicity": 1, "e_above_lowest_kcal_mol": 58.1, "mol_weight_da": 160.2, "species": ["C", "C", "C", "C", "O", "H", "H", "H", "H", "H", "H", "O", "H", "H", "O", "H", "H", "O", "H", "H", "O", "H", "H", "O", "H", "H"], "coordinates": [[-0.366, 1.394, -1.109], [-0.201, 0.141, -0.674], [-1.158, -0.379, 0.309], [-1.143, -1.489, 1.039], [-2.304, 0.416, 0.393], [-1.084, 2.054, -0.645], [0.222, 1.786, -1.933], [0.681, -0.423, -0.870], [-1.986, -1.804, 1.643], [-0.305, -2.170, 1.094], [-2.772, 0.326, 1.236], [-0.518, 2.439, 1.776], [-0.953, 2.668, 2.599], [-0.873, 1.624, 1.401], [-2.346, -1.396, -2.660], [-2.297, -0.843, -1.872], [-1.527, -1.186, -3.123], [2.207, -0.842, 0.862], [2.479, -1.562, 1.439], [2.613, -0.041, 1.261], [1.756, -2.021, -2.342], [1.688, -2.885, -1.931], [1.901, -1.375, -1.647], [2.957, 1.570, 1.995], [3.142, 2.354, 1.470], [2.464, 1.836, 2.775]], "mulliken_charge": [-0.756, 0.701, 0.391, -1.129, -0.464, 0.286, 0.305, -0.203, 0.211, 0.259, 0.280, -0.651, 0.270, 0.435, -0.664, 0.359, 0.329, -0.590, 0.284, 0.373, -0.641, 0.311, 0.361, -0.664, 0.305, 0.301]}